The following is a DFT calculation (ωB97M-V with the def2-TZVPD basis set) of a structure of composition C19H23ClN2O3S.

Last column: Löwdin charge in e.
Element x y z (Å)
C 4.39 1.38 -3.03  -0.06
C 3.13 1.17 -2.00  -0.14
O 1.84 0.87 -2.73  -0.20
C 1.40 2.01 -3.43  -0.32
C 0.07 1.78 -3.78  -0.24
H -0.24 2.37 -4.62  0.11
C -0.76 1.40 -2.78  -0.40
N -0.63 0.50 -1.93  0.05
C -1.46 -0.15 -1.16  -0.50
O -2.61 -0.01 -0.97  0.10
C -0.88 -1.38 -0.45  -0.13
N -1.87 -1.85 0.40  0.05
C -1.49 -2.79 1.58  -0.34
O -0.58 -3.56 1.48  0.13
C -2.79 -3.03 2.39  -0.20
C -2.82 -2.01 3.13  -0.72
C -3.67 -0.92 3.12  -0.17
C -3.50 0.13 3.89  -0.34
C -2.72 -0.05 4.77  -0.28
S -1.79 -1.68 4.40  1.06
H -2.19 0.68 5.51  0.12
H -4.14 0.95 3.73  0.13
H -4.63 -0.97 2.16  0.21
H -3.61 -3.50 1.68  0.21
H -2.75 -3.83 2.93  0.07
H -2.77 -1.50 0.52  0.08
C 0.41 -0.70 0.74  -0.19
C -0.27 0.14 1.55  0.06
C 0.93 0.67 2.39  -0.08
C 2.20 0.38 2.30  -0.66
C 2.47 -0.40 1.21  -0.18
C 1.62 -0.87 0.46  -0.19
H 1.90 -1.74 -0.32  0.19
H 3.72 -0.60 1.22  0.19
Cl 3.42 1.20 3.31  0.63
H 0.35 1.33 3.13  0.13
H -1.24 0.52 1.80  0.12
H -0.23 -2.35 -0.99  0.20
H 0.39 0.16 -1.95  0.18
H -1.98 1.26 -3.30  0.22
H -0.89 2.27 -2.10  0.16
H 0.16 0.48 -4.66  0.24
H 2.12 2.26 -4.43  0.18
H 1.53 2.90 -2.79  0.13
H 3.04 2.18 -1.56  0.11
H 3.36 0.31 -1.34  0.10
H 4.32 2.35 -3.48  0.04
H 5.35 1.49 -2.27  0.14
H 4.37 0.73 -3.78  0.01

Computed properties:
molar mass = 394.92 g/mol
total charge = 0
HOMO = -0.300 hartree
F_max = 16.688 eV/Å
E = -1930.79096 Eh
LUMO level = 0.55 eV
relative energy (zero: lowest compared OMol25 entry of this formula, charge and spin) = 1772.5 kJ/mol
2S+1 = 1



The following is a DFT calculation (ωB97M-V with the def2-TZVPD basis set) of an isolated molecule of C19H23F2N3O3.

Last column: Löwdin charge in e.
Element x y z (Å)
C 4.06 -0.77 -3.11  -0.07
C 2.98 -1.75 -2.58  -0.22
O 1.96 -0.96 -1.98  -0.02
C 0.92 -1.65 -1.47  -0.43
O 0.82 -2.88 -1.47  0.09
C -0.12 -0.91 -0.79  -0.06
C 0.04 0.49 -0.69  0.03
N -0.73 1.36 0.09  -0.02
C -0.06 2.20 0.94  -0.40
O -0.56 3.21 1.36  0.10
C 1.31 1.87 1.46  -0.13
C 1.56 0.56 1.89  -0.02
C 2.82 0.24 2.37  0.01
C 3.88 1.15 2.34  -0.18
F 5.15 0.77 2.65  0.08
C 3.63 2.48 1.96  -0.17
F 4.67 3.37 2.00  0.07
C 2.34 2.84 1.57  0.08
C -2.14 1.57 -0.23  -0.07
C -3.01 0.29 -0.44  -0.43
C -3.10 -0.01 -2.00  -0.03
C -4.42 0.62 0.06  -0.05
C -2.49 -0.99 0.35  -0.18
C -2.29 -0.81 1.87  -0.16
N -1.59 -2.02 2.21  -0.05
N -0.64 -2.16 1.14  -0.03
C -1.23 -1.69 -0.14  -0.23
H 4.90 -1.36 -3.47  0.07
H 4.36 -0.08 -2.30  0.08
H 3.69 -0.19 -3.99  0.09
H 3.43 -2.41 -1.83  0.13
H 2.56 -2.35 -3.43  0.14
H 0.95 0.92 -1.03  0.13
H 0.80 -0.23 1.88  0.11
H 3.02 -0.75 2.74  0.12
H 2.16 3.85 1.21  0.14
H -2.21 2.25 -1.12  0.15
H -2.59 2.10 0.59  0.11
H -2.11 -0.23 -2.48  0.09
H -3.52 0.85 -2.51  0.08
H -3.75 -0.87 -2.20  0.08
H -4.79 1.55 -0.40  0.10
H -5.08 -0.23 -0.20  0.10
H -4.43 0.79 1.08  0.05
H -3.29 -1.74 0.27  0.14
H -3.27 -0.77 2.36  0.12
H -1.74 0.09 2.07  0.10
H -1.13 -1.98 3.10  0.10
H -0.23 -3.12 1.07  0.14
H -1.49 -2.54 -0.75  0.14

Computed properties:
molar mass = 379.41 g/mol
total charge = 0
HOMO = -0.289 hartree
F_max = 5.015 eV/Å
E = -1327.47213 Eh
LUMO level = -0.07 eV
2S+1 = 1



The following is a DFT calculation (ωB97M-V with the def2-TZVPD basis set) of an isolated molecule of C19H23F2N3O4.

Last column: Löwdin charge in e.
Element x y z (Å)
C -2.66 -0.83 2.32  -0.05
N -3.21 -1.09 1.02  -0.09
C -4.60 -0.73 0.81  -0.15
C -4.82 0.79 0.78  -0.15
C -4.20 1.45 -0.45  -0.19
N -2.74 1.43 -0.42  -0.17
C -2.18 1.48 -1.76  -0.16
C -0.66 1.37 -1.68  -0.18
O -0.11 2.39 -0.87  -0.15
C -0.66 2.34 0.42  -0.19
C -2.18 2.50 0.38  -0.16
C -2.49 -1.51 -0.04  -0.41
O -2.99 -1.71 -1.14  0.05
C -1.04 -1.77 0.14  -0.18
C -0.23 -2.34 -0.88  0.06
C 1.02 -2.36 -0.33  -0.23
C 2.35 -2.81 -0.85  -0.10
O 3.44 -2.23 -0.16  -0.01
C 3.46 -0.87 0.02  -0.22
C 4.23 -0.42 1.10  0.01
C 4.33 0.92 1.40  0.00
C 3.65 1.83 0.62  -0.27
F 3.72 3.14 0.93  0.06
C 2.89 1.44 -0.46  0.08
C 2.82 0.09 -0.76  -0.18
F 2.11 -0.27 -1.85  0.07
O 0.96 -1.86 0.92  0.04
N -0.31 -1.50 1.20  0.12
H -3.48 -0.67 3.02  0.09
H -2.07 -1.68 2.67  0.09
H -2.01 0.05 2.32  0.08
H -5.20 -1.18 1.61  0.12
H -4.90 -1.16 -0.15  0.12
H -4.42 1.24 1.69  0.10
H -5.89 0.97 0.76  0.11
H -4.52 0.89 -1.33  0.12
H -4.58 2.48 -0.54  0.12
H -2.56 0.63 -2.33  0.12
H -2.45 2.41 -2.28  0.13
H -0.21 1.48 -2.67  0.13
H -0.40 0.39 -1.26  0.10
H -0.20 3.16 0.98  0.13
H -0.40 1.38 0.90  0.11
H -2.58 2.45 1.39  0.12
H -2.42 3.49 -0.05  0.13
H -0.54 -2.64 -1.85  0.13
H 2.39 -2.62 -1.93  0.14
H 2.47 -3.89 -0.69  0.15
H 4.74 -1.16 1.70  0.13
H 4.93 1.26 2.23  0.12
H 2.34 2.15 -1.06  0.13

Computed properties:
molar mass = 395.41 g/mol
total charge = 0
HOMO = -0.312 hartree
F_max = 1.075 eV/Å
E = -1402.70173 Eh
LUMO level = 0.78 eV
relative energy (zero: lowest compared OMol25 entry of this formula, charge and spin) = 247.6 kJ/mol
2S+1 = 1



The following is a DFT calculation (ωB97M-V with the def2-TZVPD basis set) of a structure of composition C19H23IrN5.

Last column: Mulliken spin population.
Element x y z (Å)
Ir 0.19 0.24 0.24  -0.01
C -4.37 0.59 0.92  0.07
C -4.92 -0.13 -0.13  -0.02
C -4.09 -0.68 -1.09  0.07
C -2.70 -0.52 -0.97  0.05
N -2.18 0.16 0.07  0.00
C -2.98 0.70 0.97  0.07
C -1.74 -1.03 -1.95  0.16
C -2.15 -1.66 -3.15  0.09
C -1.18 -2.13 -4.03  0.00
C 0.15 -1.96 -3.72  0.09
C 0.51 -1.30 -2.53  0.15
N -0.44 -0.86 -1.69  -0.05
C 1.90 -1.09 -2.13  0.06
C 3.00 -1.40 -2.95  0.08
C 4.28 -1.21 -2.48  -0.02
C 4.47 -0.76 -1.18  0.09
C 3.33 -0.47 -0.42  0.10
N 2.10 -0.60 -0.89  0.00
H -4.98 1.06 1.68  0.00
H -6.00 -0.25 -0.20  0.00
H -4.53 -1.23 -1.91  0.00
H -2.52 1.26 1.78  0.02
H -3.20 -1.78 -3.38  -0.01
H -1.48 -2.62 -4.95  0.01
H 0.92 -2.34 -4.39  -0.01
H 2.85 -1.78 -3.95  0.00
H 5.14 -1.42 -3.11  0.00
H 5.45 -0.64 -0.74  0.00
H 3.46 -0.11 0.60  0.01
N 0.21 2.54 0.57  0.00
C 0.39 2.85 1.99  0.00
C 1.53 2.02 2.61  0.00
C 1.10 1.15 3.79  0.00
C 0.11 0.03 3.48  0.00
N 0.46 -0.79 2.31  0.00
H 1.01 2.91 0.04  0.00
H -0.62 3.02 0.21  0.00
H -0.56 2.71 2.52  0.00
H 0.64 3.92 2.10  0.00
H 2.33 2.67 2.98  0.00
H 1.98 1.40 1.82  0.00
H 0.66 1.77 4.58  0.00
H 2.01 0.73 4.24  0.00
H -0.91 0.40 3.35  0.00
H 0.06 -0.62 4.38  0.00
H -0.12 -1.63 2.30  0.00
H 1.43 -1.12 2.41  0.00

Computed properties:
molar mass = 513.65 g/mol
total charge = +4
HOMO (spin up / spin down) = -0.819 / -0.815 hartree
F_max = 3.787 eV/Å
E = -1114.23777 Eh
LUMO level (spin up / spin down) = -15.84 / -17.25 eV
2S+1 = 2